# 1
ORCA calculation (wB97M-V/def2-TZVPD) on one molecule with the formula C3H4N2 at a distorted geometry.

Computed properties:
Relative energy (zero: lowest compared OMol25 entry of this formula, charge and spin) = 190.5 kJ/mol
E_HOMO = -0.3420 Eh
Spin multiplicity = 1
Frontier orbital gap = 10.423 eV
Charge = 0
SMILES string = c1cn[nH]c1
Strongest force on any atom = 0.05534 Eh/bohr

Bonds (Å) are listed after each position.
Cartesian coordinates (Å):
1 C -0.769 0.670 -0.314  C2 1.402, C5 1.397, H6 1.085
2 C 0.493 1.058 0.156  C1 1.402, N3 1.337, H7 1.078
3 N 1.220 0.028 0.599  C2 1.337, N4 1.312
4 N 0.420 -0.998 0.430  N3 1.312, C5 1.365, H8 1.007
5 C -0.772 -0.720 -0.172  C1 1.397, N4 1.365, H9 1.083
6 H -1.551 1.333 -0.670  C1 1.085
7 H 0.942 2.038 0.154  C2 1.078
8 H 0.644 -1.927 0.748  N4 1.007
9 H -0.627 -1.481 -0.930  C5 1.083

Löwdin population analysis, charges in e, atoms 1 to 8: number 1, C, carries -0.0817; number 2, C, carries -0.1783; number 3, N, carries 0.0314; number 4, N, carries -0.0889; number 5, C, carries -0.1357; number 6, H, carries 0.0898; number 7, H, carries 0.0940; number 8, H, carries 0.1469

=====

# 2
ORCA calculation (wB97M-V/def2-TZVPD) on one molecule with the formula C3H4N2 at a distorted geometry.

Computed properties:
Relative energy (zero: lowest compared OMol25 entry of this formula, charge and spin) = 195.7 kJ/mol
E_HOMO = -0.3469 Eh
Spin multiplicity = 1
Frontier orbital gap = 10.380 eV
Charge = 0
SMILES string = [H]/N=C(/N)C#C
Strongest force on any atom = 0.06233 Eh/bohr

Bonds (Å) are listed after each position.
Cartesian coordinates (Å):
1 H -0.407 -0.858 1.906  N2 1.039
2 N -0.627 0.121 1.636  H1 1.039, C3 1.267
3 C -0.258 0.322 0.441  N2 1.267, N4 1.336, C5 1.490
4 N -0.303 1.512 -0.164  C3 1.336, H7 1.038, H8 0.963
5 C 0.263 -0.759 -0.443  C3 1.490, C6 1.218
6 C 0.767 -1.720 -0.996  C5 1.218, H9 1.052
7 H -0.194 1.554 -1.195  N4 1.038
8 H -0.505 2.293 0.362  N4 0.963
9 H 1.264 -2.466 -1.546  C6 1.052

Löwdin population analysis, charges in e, atoms 1 to 8: number 1, H, carries 0.0631; number 2, N, carries 0.1065; number 3, C, carries -0.5766; number 4, N, carries 0.1236; number 5, C, carries -0.0561; number 6, C, carries 0.1226; number 7, H, carries 0.1282; number 8, H, carries 0.0714

=====

# 3
ORCA calculation (wB97M-V/def2-TZVPD) on one molecule with the formula C3H4N2 at a distorted geometry.

Computed properties:
Relative energy (zero: lowest compared OMol25 entry of this formula, charge and spin) = 502.4 kJ/mol
E_HOMO (spin up / spin down) = -0.3183 / -0.3295 Eh
Spin multiplicity = 1
Frontier orbital gap (spin up / spin down) = 8.706 / 9.095 eV
Charge = 0
Strongest force on any atom = 0.04834 Eh/bohr

Bonds (Å) are listed after each position.
Cartesian coordinates (Å):
1 C 1.852 -0.825 -0.015  C2 1.365, N4 1.373, H6 1.086
2 C 1.051 0.279 -0.029  C1 1.365, C3 1.454
3 C -0.383 0.523 -0.007  C2 1.454, H7 1.096, H8 1.093, H9 1.092
4 N 3.142 -0.354 0.012  C1 1.373, N5 1.196
5 N 3.124 0.842 0.003  N4 1.196
6 H 1.597 -1.881 -0.013  C1 1.086
7 H -0.980 -0.393 0.057  C3 1.096
8 H -0.671 1.088 -0.897  C3 1.093
9 H -0.608 1.153 0.856  C3 1.092

Löwdin population analysis, charges in e, atoms 1 to 8: number 1, C, carries -0.1882; number 2, C, carries -0.0711; number 3, C, carries -0.1118; number 4, N, carries -0.1136; number 5, N, carries 0.1485; number 6, H, carries 0.0907; number 7, H, carries 0.0848; number 8, H, carries 0.0803